Here is a structure of composition C4H6O4 from OMol25. Energies are from the ωB97M-V functional and the def2-TZVPD basis.

The energy above the lowest of the compared OMol25 structures with the same formula, charge and spin comes out at 86.4 kcal per mole. As for the calculated total energy: -456.88329 a.u. As for the HOMO-LUMO gap: 10.94 eV.

XYZ file:
```
14
Properties=species:S:1:pos:R:3:forces:R:3
O 1.80270 -1.19888 -1.03101 -0.27 2.83 2.30
O 0.07213 -0.61559 0.12495 -3.05 1.64 -0.20
O -3.31371 0.38950 -0.53019 -1.57 1.63 -0.44
O -2.40846 -1.24823 0.70889 2.20 0.94 -0.89
C -0.90211 0.18200 -0.66310 -1.65 1.88 10.43
C -2.35292 -0.12679 -0.12080 2.24 -4.18 0.34
C 1.35141 -0.40205 -0.17428 2.19 -4.49 -4.16
C 2.08411 0.57894 0.59571 1.45 4.83 -3.16
H 3.22142 0.59738 0.47962 -1.59 0.09 -1.32
H 2.17127 0.29657 1.57215 -1.41 0.00 3.25
H -0.94760 1.24216 -0.27890 1.14 -0.65 -0.98
H -1.44696 -1.58967 0.70771 -1.96 0.51 0.36
H -0.90273 0.06641 -1.59840 0.62 -1.03 -7.46
H 1.57145 1.82824 0.20765 1.66 -3.99 1.92
```
Positions in Å, forces in eV/Å.

---

Here is the molecule C4H6O4 from OMol25. Energies are from the ωB97M-V functional and the def2-TZVPD basis.

The structure (SMILES) is O=CC1(O)[C@H](O)[C@H]1O. The energy above the lowest of the compared OMol25 structures with the same formula, charge and spin comes out at 94.1 kcal per mole. As for the calculated total energy: -456.87098 a.u. As for the HOMO-LUMO gap: 9.88 eV.

XYZ file:
```
14
Properties=species:S:1:pos:R:3:forces:R:3
O -2.01198 0.05936 0.71654 -1.74 -0.17 -3.00
O 1.01973 -1.99474 1.21252 1.19 -0.83 -0.27
O 0.61476 0.57777 -2.03648 2.38 1.19 -1.68
O 1.42697 1.02711 0.49096 3.13 -0.36 0.41
C 0.41020 0.12955 0.35410 -1.70 -0.66 -2.30
C -0.06889 -0.11823 -1.13863 -2.11 -1.96 3.03
C 0.40588 -0.98007 1.31932 -1.34 -0.30 0.45
C -0.96449 0.62537 -0.08925 1.33 0.71 0.81
H 1.59691 0.38551 -1.94124 -1.86 0.45 -0.10
H -1.02317 1.70621 -0.20233 -0.09 -0.05 -0.12
H 2.33047 0.52603 0.54773 -2.49 1.21 -0.14
H -0.53057 -1.06388 -1.50955 0.72 0.34 0.67
H -2.88899 -0.00522 0.15370 2.71 0.23 1.56
H -0.31682 -0.87478 2.12260 -0.15 0.21 0.69
```
Positions in Å, forces in eV/Å.

---

Here is a structure of composition C4H6O4 from OMol25. Energies are from the ωB97M-V functional and the def2-TZVPD basis.

The energy above the lowest of the compared OMol25 structures with the same formula, charge and spin comes out at 100.9 kcal per mole. As for the calculated total energy: -456.86019 a.u. As for the HOMO-LUMO gap: 8.96 eV.

XYZ file:
```
14
Properties=species:S:1:pos:R:3:forces:R:3
O 0.90060 -1.52290 0.58431 0.64 -2.00 -0.66
O 2.07310 0.92995 -0.68429 0.82 -0.93 -0.82
O -1.33187 -0.56010 1.70471 0.33 -0.33 0.12
O 0.13214 -0.74938 -1.52910 -0.25 -0.09 0.72
C 0.22488 -0.59697 -0.10486 1.29 2.56 0.32
C -1.59793 1.09194 0.00764 -0.36 -0.57 0.16
C 1.51165 0.12796 0.18116 -1.82 1.57 0.69
C -0.99573 0.03060 0.54220 -0.22 -0.23 -0.69
H 1.48529 1.04629 -1.45410 0.16 -0.40 -0.06
H 0.14214 -1.70269 -1.69565 0.06 0.11 0.01
H -1.34369 1.41129 -0.98949 0.20 0.06 -0.01
H 1.96354 0.27070 1.16107 -0.56 -0.27 -0.09
H -2.48051 1.51481 0.45911 0.02 0.15 0.17
H -0.68361 -1.29150 1.81729 -0.30 0.35 0.13
```
Positions in Å, forces in eV/Å.

---

Here is the molecule C4H6O4 from OMol25. Energies are from the ωB97M-V functional and the def2-TZVPD basis.

The structure (SMILES) is O=C(O)[C@@H]1COCO1. The energy above the lowest of the compared OMol25 structures with the same formula, charge and spin comes out at 70.0 kcal per mole. As for the calculated total energy: -456.90936 a.u. As for the HOMO-LUMO gap: 11.01 eV.

XYZ file:
```
14
Properties=species:S:1:pos:R:3:forces:R:3
O 0.83187 1.39573 -1.61665 0.11 -0.69 2.05
O -1.11593 0.79078 0.29716 0.14 -0.94 -0.71
O 2.15398 -0.14860 -0.61916 -1.14 2.94 1.15
O -1.31036 -1.37676 1.03402 0.88 1.00 -1.02
C 0.16292 0.35490 0.63400 2.03 2.39 -0.43
C 1.23184 0.65539 -0.46348 -0.26 -3.42 -3.62
C -1.73807 -0.45402 0.06540 -0.31 -1.36 -2.04
C 0.05766 -1.10397 0.86324 3.40 -3.21 -0.30
H 0.57439 -1.59020 -0.06481 -1.53 0.24 1.33
H 0.71967 -1.47780 1.69156 -1.10 0.46 -0.42
H 0.49050 0.85369 1.50716 0.23 0.74 1.11
H -1.68936 -0.91565 -1.02248 0.88 1.03 1.77
H -0.14944 1.39180 -1.66995 0.67 0.34 0.53
H -2.70833 -0.26472 0.20057 -4.00 0.48 0.62
```
Positions in Å, forces in eV/Å.

---

Here is a structure of composition C4H6O7Rb from OMol25. Energies are from the ωB97M-V functional and the def2-TZVPD basis.

The energy above the lowest of the compared OMol25 structures with the same formula, charge and spin comes out at 0.0 kcal per mole. As for the calculated total energy: -706.65105 a.u. As for the net charge: +1. As for the HOMO-LUMO gap: 10.05 eV.

XYZ file:
```
18
Properties=species:S:1:pos:R:3:forces:R:3
Rb -3.00910 2.30739 3.87341 0.37 0.11 -0.25
O 0.05925 -2.64377 -2.90737 0.01 0.11 -0.47
O -0.24000 0.80131 1.44170 0.11 -1.14 -0.40
O -1.10185 -2.41400 -0.98861 -0.15 0.23 -0.43
O -0.50039 2.85498 2.16793 0.21 -0.54 0.21
O 1.34761 2.39676 1.04986 0.55 -0.14 -0.12
O 0.05674 -0.72795 -1.91276 0.08 0.61 -0.45
O 1.65178 -0.10867 0.31797 0.30 -0.04 -0.12
C 0.28021 -0.18921 0.43981 -0.38 0.67 1.00
C -0.43019 -1.96234 -1.88918 0.20 -0.82 1.25
C 0.20701 2.05225 1.58749 -1.09 0.96 -0.09
C -0.38747 0.15026 -0.88683 -0.11 -0.21 0.06
H -1.47492 0.08667 -0.76732 0.25 0.05 0.00
H -0.23826 -3.56206 -2.84961 -0.10 0.06 0.10
H -0.09476 1.15312 -1.21911 -0.04 -0.22 0.15
H -0.03810 -1.13341 0.89399 -0.02 0.21 -0.43
H 1.81705 1.61315 0.68760 -0.14 0.17 0.04
H 2.09540 -0.67447 0.96105 -0.03 -0.07 -0.02
```
Positions in Å, forces in eV/Å.

---

Here is a structure of composition C4H6O7Sm from OMol25. Energies are from the ωB97M-V functional and the def2-TZVPD basis.

The energy above the lowest of the compared OMol25 structures with the same formula, charge and spin comes out at 0.0 kcal per mole. As for the calculated total energy: -1340.62093 a.u. As for the net charge: -1. Its expectation value of S² is 15.76. The multiplicity is 8. As for the HOMO-LUMO gap (alpha / beta): 4.19 / 4.14 eV.

XYZ file:
```
18
Properties=species:S:1:pos:R:3:forces:R:3
Sm 4.70079 0.37863 0.13328 -2.45 -0.23 0.01
O 2.14580 -1.01324 0.01033 0.65 -0.46 -0.23
O -2.73819 -0.60152 -0.31392 0.11 -0.71 -0.75
O -4.50019 -0.61946 1.09494 -0.13 -1.28 -0.69
O -4.79557 -2.65021 -1.18322 0.51 0.80 0.23
O 0.11254 -0.04059 0.14757 -0.11 0.34 0.05
O 1.96500 1.15827 0.28683 0.70 0.57 -0.19
O -4.58738 0.38255 -0.89150 -0.13 -0.46 -1.23
C -0.50455 -1.33152 0.15868 -0.05 -0.41 -0.23
C -1.91496 -1.21080 0.67143 -0.59 -0.19 0.03
C 1.43762 0.02420 0.12521 1.19 -0.01 0.48
C -4.06836 -0.55069 -0.05229 0.30 2.14 2.23
H -0.48700 -1.75050 -0.85668 -0.05 0.09 0.26
H -5.51996 0.50861 -0.67747 0.23 -0.43 0.18
H 0.05480 -1.99963 0.82445 -0.04 0.15 -0.14
H -5.60720 -2.76424 -0.68300 -0.12 -0.02 0.18
H -2.29330 -2.21925 0.89278 0.01 0.21 -0.06
H -1.93873 -0.61544 1.59481 -0.01 -0.12 -0.14
```
Positions in Å, forces in eV/Å.

---

Here is a structure of composition C4H6O7Sn from OMol25. Energies are from the ωB97M-V functional and the def2-TZVPD basis.

The energy above the lowest of the compared OMol25 structures with the same formula, charge and spin comes out at 0.0 kcal per mole. As for the calculated total energy: -896.71171 a.u. As for the net charge: +1. Its expectation value of S² is 0.75. The multiplicity is 2. As for the HOMO-LUMO gap (alpha / beta): 5.97 / 10.75 eV.

XYZ file:
```
18
Properties=species:S:1:pos:R:3:forces:R:3
Sn 0.33402 -2.44211 3.63437 -2.60 -3.93 0.90
O -1.38955 1.25653 -1.07798 -1.04 0.79 1.43
O 1.35572 0.39743 -0.58040 -1.46 -0.38 -0.19
O 0.54461 -0.95935 1.37820 0.16 0.02 0.29
O -1.03691 -0.61056 -2.16120 -1.79 0.04 -0.29
O -2.09581 1.12888 -3.11946 -1.14 0.34 0.05
O 1.39378 -0.86913 3.40080 2.41 2.79 0.00
O 2.07181 0.61937 1.94344 0.07 -0.08 0.18
C -1.63356 0.46493 -2.09825 3.86 -0.79 -1.62
C -0.94109 0.55253 0.08375 -0.28 -0.45 -0.76
C 0.24040 -0.34206 -0.27199 2.48 -0.05 1.14
C 1.35181 -0.42819 2.24423 -0.23 1.60 -1.51
H 2.01001 -0.12635 -1.05874 0.07 -0.16 -0.13
H 0.29713 -1.37237 -0.63289 -0.77 0.71 0.05
H -2.04318 0.60193 -3.93010 -0.04 -0.19 0.14
H -0.64414 1.33490 0.79067 -0.03 -0.36 -0.10
H 1.94394 0.86765 1.00353 0.11 -0.06 0.21
H -1.75898 -0.07403 0.45202 0.24 0.17 0.21
```
Positions in Å, forces in eV/Å.

---

Here is the molecule C4H6OS from OMol25. Energies are from the ωB97M-V functional and the def2-TZVPD basis.

The structure (SMILES) is C[C@H]1OCC1=S. The energy above the lowest of the compared OMol25 structures with the same formula, charge and spin comes out at 47.5 kcal per mole. As for the calculated total energy: -629.37154 a.u. As for the HOMO-LUMO gap: 8.58 eV.

XYZ file:
```
12
Properties=species:S:1:pos:R:3:forces:R:3
S -1.03009 2.42024 0.20729 0.22 -0.46 -0.25
O 0.37914 -0.72795 -1.02925 0.32 -0.88 -0.10
C -0.39363 1.05454 -0.35743 -0.84 0.86 0.88
C 0.22560 -0.85799 1.49314 -1.20 1.89 -1.73
C -0.44082 0.27873 -1.64265 0.20 -0.57 -0.10
C 0.49528 -0.01867 0.21995 1.93 -0.14 0.10
H 1.58728 0.33470 0.34090 -1.46 -0.10 -0.28
H -0.78749 -1.24344 1.48110 -0.18 -0.04 0.16
H 0.38211 -0.16130 2.30007 0.05 -0.15 0.64
H 0.91341 -1.65031 1.45887 0.98 -1.04 0.32
H 0.05499 0.75362 -2.49785 -0.08 0.06 0.13
H -1.38579 -0.18217 -1.97412 0.05 0.56 0.23
```
Positions in Å, forces in eV/Å.